No. 1
71
Properties=species:S:1:pos:R:3:forces:R:3 method="wB97M-V/def2-TZVPD" e_above_lowest_kj_mol=23.6 s_squared=3.9369 gap_ev="5.63 / 6.01" spin_multiplicity=4 charge=-1
Cr -1.0141 0.9203 -0.5153 -0.651 -0.086 -0.268
C -4.0645 4.2122 0.7350 0.107 -0.032 -0.014
N -2.9724 3.9250 1.6453 -0.158 0.120 0.039
C -1.8408 4.7111 1.7940 -0.144 -0.063 -0.155
C -1.0350 4.0923 2.6718 -0.039 -0.090 0.112
N -1.6973 2.9387 3.0589 0.243 -0.051 0.180
C -2.8872 2.8127 2.4266 -0.098 0.092 -0.178
S -4.0010 1.5640 2.6103 0.092 0.154 -0.015
H -4.3492 5.2608 0.8281 0.009 -0.021 0.010
H -4.9006 3.5728 1.0039 -0.016 -0.021 0.026
H -3.7497 4.0001 -0.2885 0.020 -0.007 0.006
H -1.7045 5.6176 1.2314 0.000 -0.065 0.004
H -0.0650 4.3638 3.0482 -0.032 -0.039 -0.010
H -1.3055 2.1799 3.5907 -0.025 -0.028 0.018
Te -0.9464 3.1648 -1.5912 -0.119 0.438 -0.264
C 1.9663 1.0445 -2.9303 0.064 -0.141 -0.006
As 1.4300 0.9909 -1.0580 0.933 0.035 -0.354
C 2.3850 2.5632 -0.4139 0.061 -0.108 0.119
C 2.7003 -0.4321 -0.4026 0.071 0.059 -0.072
C 4.1684 -0.2223 -0.6166 -0.109 -0.038 0.034
C 4.9677 0.3063 0.3983 0.049 0.044 -0.014
C 6.3311 0.4962 0.2165 -0.046 -0.005 -0.006
C 6.9308 0.1589 -0.9894 -0.045 -0.032 -0.016
C 6.1521 -0.3798 -2.0064 -0.052 0.029 0.039
C 4.7893 -0.5713 -1.8181 0.033 -0.007 0.025
H 3.0522 1.0592 -3.0120 0.019 0.042 -0.009
H 1.5374 1.9454 -3.3577 -0.068 0.053 -0.007
H 1.5722 0.1767 -3.4603 -0.011 -0.006 0.018
H 3.3663 2.2835 -0.0325 0.004 0.021 -0.018
H 1.7967 3.0588 0.3520 -0.066 0.025 0.012
H 2.4880 3.2464 -1.2496 -0.020 0.075 -0.057
H 2.3792 -1.3533 -0.8860 -0.053 -0.073 -0.017
H 2.4776 -0.5120 0.6614 -0.008 -0.055 0.059
H 4.5078 0.5628 1.3463 0.012 -0.006 0.004
H 6.9295 0.9042 1.0227 -0.025 -0.008 -0.011
H 7.9957 0.3005 -1.1296 -0.032 0.011 -0.011
H 6.6077 -0.6532 -2.9511 -0.014 -0.015 0.027
H 4.1941 -1.0142 -2.6087 0.007 0.019 -0.009
C -3.3479 -2.8034 -1.8325 0.040 -0.002 -0.126
Ge -3.8562 -1.3152 -0.6309 -0.134 0.088 -0.030
C -5.7644 -1.0204 -1.0344 -0.133 0.003 0.020
C -3.8234 -2.0412 1.1850 0.027 -0.053 0.117
C -2.9583 0.3692 -1.0085 -0.031 -0.294 0.171
H -4.2627 -3.3223 -2.1348 0.087 0.005 0.002
H -2.7041 -3.5280 -1.3333 0.075 -0.016 0.012
H -2.8452 -2.4517 -2.7381 -0.021 -0.009 0.056
H -6.3599 -1.9257 -0.8727 0.058 0.070 -0.014
H -5.8810 -0.7074 -2.0758 -0.006 -0.011 0.054
H -6.1576 -0.2263 -0.3938 0.010 -0.041 -0.039
H -4.6209 -2.7860 1.2712 0.052 0.036 0.020
H -3.9927 -1.2513 1.9162 0.014 -0.003 0.006
H -2.8779 -2.5285 1.4282 0.020 0.006 -0.028
H -3.6575 1.1079 -0.6067 0.064 0.161 0.062
H -3.0397 0.4496 -2.0980 0.064 0.119 -0.117
Br 1.7849 -3.9353 3.3838 -0.003 0.047 0.043
C 1.2621 -3.7644 1.5739 0.113 -0.104 -0.013
C 1.8019 -4.7072 0.7080 -0.011 0.033 0.044
C 1.4896 -4.6782 -0.6408 0.049 -0.088 0.007
C 0.6374 -3.7044 -1.1270 -0.112 0.158 0.004
C 0.1213 -2.7549 -0.2587 -0.100 -0.146 -0.335
C 0.4164 -2.7606 1.0985 0.001 0.169 0.349
C -0.1645 -1.6790 1.9765 -0.246 0.224 -0.491
O -0.1761 -1.6686 3.1632 0.063 -0.167 0.275
O -0.7449 -0.6682 1.2304 0.491 -0.406 0.293
H 2.4699 -5.4603 1.1025 -0.016 0.007 0.001
H 1.9113 -5.4227 -1.3052 0.004 0.018 0.022
H 0.3743 -3.6705 -2.1765 -0.012 -0.001 0.020
H -0.5412 -1.9950 -0.6402 -0.092 0.078 -0.039
N 0.6182 0.9549 2.1940 -0.012 -0.023 0.248
C -0.2192 0.6824 1.2980 -0.203 -0.135 0.216
H 0.9156 1.9172 2.0551 0.011 0.053 -0.032


No. 2
74
Properties=species:S:1:pos:R:3:forces:R:3 method="wB97M-V/def2-TZVPD" gap_ev="4.85 / 4.85" charge=+1
La -0.2890 -0.2601 -1.6616 -3.684 0.049 13.597
C -2.2160 1.6449 -0.0043 0.148 -1.175 0.160
C -2.7707 0.7682 -0.9944 1.200 -0.491 0.373
C -2.2474 -0.4818 0.8808 -0.379 0.264 -1.322
C -1.9677 0.8789 1.1683 -0.110 -0.002 -1.086
C -2.7723 -0.5642 -0.4477 0.652 0.743 0.910
C -2.0580 3.1117 -0.1376 -0.030 0.742 0.049
H -1.7689 3.4012 -1.1597 -0.097 0.018 0.213
H -1.2830 3.4945 0.5452 -0.259 -0.100 -0.256
H -2.9981 3.6415 0.0978 0.318 -0.073 -0.104
C -1.5938 1.3975 2.5041 0.294 0.159 0.444
H -1.4411 2.4847 2.4870 -0.063 -0.298 0.060
H -0.6678 0.9247 2.8652 -0.197 0.090 -0.064
H -2.3833 1.1807 3.2446 0.235 0.071 -0.261
C -2.1190 -1.5972 1.8452 0.113 -0.495 0.591
H -3.0246 -1.6953 2.4689 0.275 -0.004 -0.165
H -1.2623 -1.4426 2.5191 -0.246 -0.025 -0.209
H -1.9628 -2.5612 1.3390 -0.081 0.182 0.138
C -3.2571 -1.7982 -1.1083 -0.469 -0.450 -0.112
H -4.3562 -1.8193 -1.1341 0.189 -0.168 -0.100
H -2.9205 -2.6992 -0.5821 -0.102 0.161 -0.076
H -2.9222 -1.8934 -2.1506 -0.155 -0.122 0.051
C -3.3343 1.2135 -2.2862 -0.591 0.259 -0.511
H -4.3068 1.7109 -2.1373 0.209 -0.065 -0.174
H -3.5120 0.3820 -2.9782 -0.083 0.100 0.089
H -2.6900 1.9461 -2.7961 -0.112 -0.009 0.021
C 1.7051 0.6321 -2.7569 1.356 3.447 -2.088
C 0.6396 1.4975 -2.9693 3.498 1.598 -1.746
C -0.0654 1.6224 -4.3042 -0.241 0.335 -0.178
C -0.9945 0.4531 -4.7556 -0.436 0.195 -0.023
C -1.0769 -0.7594 -3.8511 0.922 -3.146 -4.207
C 0.0145 -1.5912 -3.6225 -1.842 -1.258 -4.342
C 1.3259 -1.3923 -4.3596 0.201 -0.199 0.050
C 2.2621 -0.2748 -3.8312 0.401 -0.307 -0.020
H 0.6898 1.7826 -5.0895 -0.070 -0.093 0.296
H -0.6681 0.1182 -5.7523 -0.001 -0.096 0.283
H -0.6713 2.5437 -4.2811 0.270 -0.386 0.053
H 2.5854 0.3332 -4.6909 -0.125 0.028 0.274
H 2.3953 0.8078 -1.9094 -0.927 -0.233 0.034
H 0.4250 2.3207 -2.2514 0.197 -0.864 0.024
H 3.1789 -0.7469 -3.4505 -0.312 0.209 0.003
H 1.8723 -2.3479 -4.3478 -0.238 0.336 0.051
H -0.1304 -2.5936 -3.1671 -0.110 0.819 -0.008
H 1.1006 -1.1978 -5.4174 -0.129 -0.005 0.248
H -2.0117 0.8502 -4.8977 0.388 -0.209 0.152
H -2.1009 -1.1496 -3.6949 0.722 0.372 0.708
P 2.0003 2.2759 0.4680 -0.925 -0.632 -0.798
C 1.6000 2.9156 2.1283 0.101 -0.036 -0.154
H 2.4477 3.5224 2.4714 -0.297 -0.024 0.181
H 1.4353 2.0545 2.7886 0.084 0.291 -0.119
H 0.6785 3.5118 2.0710 0.348 -0.081 0.118
C 3.6430 1.5105 0.7325 -0.154 0.171 0.117
H 4.2917 2.2488 1.2223 0.127 -0.319 -0.154
H 4.0630 1.1966 -0.2334 0.069 0.130 0.254
H 3.5026 0.6266 1.3671 0.117 0.281 -0.137
C 2.4210 3.7845 -0.4663 0.231 0.171 0.327
H 2.7843 3.5034 -1.4638 0.028 0.170 0.215
H 3.1908 4.3325 0.0901 -0.086 0.261 -0.401
H 1.5119 4.3908 -0.5793 0.300 -0.015 0.039
P 1.0490 -2.9918 -0.2829 -0.893 0.255 -0.968
C -0.0066 -4.3364 -0.9382 0.381 -0.518 -0.041
H 0.6275 -5.2058 -1.1669 -0.486 -0.063 0.019
H -0.5404 -4.0145 -1.8448 0.145 -0.256 0.271
H -0.7550 -4.5935 -0.1727 0.242 -0.006 -0.299
C 2.6199 -3.1542 -1.2152 0.074 -0.159 0.160
H 2.4708 -2.9455 -2.2859 0.044 -0.189 0.331
H 2.9987 -4.1768 -1.0720 0.156 0.310 -0.221
H 3.3425 -2.4244 -0.8182 -0.172 -0.281 -0.093
C 1.4857 -3.6242 1.3690 -0.033 0.296 -0.006
H 2.0265 -4.5779 1.2693 -0.202 0.266 0.099
H 0.5553 -3.7563 1.9416 0.358 0.005 -0.120
H 2.0968 -2.8631 1.8731 -0.167 -0.308 -0.067
N 1.2689 -0.3897 1.9310 -0.786 -0.725 -2.523
C 0.9112 -0.5156 0.8052 0.898 1.101 2.152


No. 3
87
Properties=species:S:1:pos:R:3:forces:R:3 method="wB97M-V/def2-TZVPD" s_squared=8.7999 gap_ev="9.01 / 6.09" spin_multiplicity=6 charge=+1
Fe -0.1572 -0.0921 -0.2096 -0.481 0.494 0.194
C -2.2356 0.6764 -2.9064 0.086 0.067 -0.008
C -2.1464 1.7120 -1.7965 -0.042 0.079 -0.020
N -0.7866 1.9037 -1.2268 0.043 -0.220 -0.071
C 0.1065 2.4267 -2.2810 0.036 0.022 -0.024
C 1.5619 2.6281 -1.8875 -0.028 0.026 0.007
C -0.9123 2.8408 -0.0960 0.062 0.082 0.070
C 0.2169 2.7539 0.9415 -0.045 -0.045 0.029
N 0.8431 1.4498 0.9442 0.029 -0.370 -0.425
C 1.9256 1.1904 1.6879 0.094 0.001 0.169
C 2.4925 -0.1009 1.5409 -0.011 0.053 0.007
F 1.9022 -0.9481 0.6704 -0.099 0.516 0.604
C 3.6029 -0.5130 2.2270 0.025 0.045 0.044
F 4.0824 -1.7418 2.0227 -0.005 0.064 0.099
C 4.2238 0.3402 3.1275 0.006 -0.033 -0.017
C 3.6947 1.6057 3.3102 0.026 0.043 0.052
F 4.2675 2.4400 4.1766 -0.037 -0.074 -0.071
C 2.5785 2.0363 2.6225 -0.094 0.047 -0.045
F 2.1165 3.2629 2.8672 0.041 -0.133 -0.051
H -3.2847 0.4435 -3.0901 0.014 0.005 -0.012
H -1.7318 -0.2500 -2.6264 0.012 -0.025 -0.014
H -1.8109 1.0272 -3.8471 0.010 -0.007 0.007
H -2.7844 1.4075 -0.9670 0.008 -0.010 0.010
H -2.5178 2.6783 -2.1644 -0.005 0.003 0.022
H -0.3076 3.3776 -2.6449 -0.007 -0.009 -0.020
H 0.0719 1.7230 -3.1084 -0.021 -0.028 -0.011
H 1.7048 3.4773 -1.2207 -0.004 -0.008 -0.001
H 2.1437 2.8281 -2.7878 -0.007 0.017 -0.002
H 1.9721 1.7364 -1.4141 0.015 0.009 0.009
H -1.8474 2.6046 0.4035 0.005 -0.010 0.021
H -0.9755 3.8733 -0.4627 -0.012 -0.024 -0.017
H -0.2109 2.9546 1.9283 0.020 0.010 0.006
H 0.9751 3.5204 0.7738 0.012 -0.015 -0.009
H 5.0983 0.0248 3.6786 0.001 -0.002 0.000
O -0.6024 -2.2588 -0.1410 0.102 -0.039 -0.137
S -1.2674 -3.6041 -0.3123 0.084 -0.065 0.086
C -0.5143 -4.3025 -1.8174 0.028 0.136 0.041
C -0.4173 -3.2247 -2.8856 0.010 -0.012 -0.020
C 0.8363 -3.3306 -3.7558 0.018 0.055 0.014
C 1.2616 -1.9772 -4.3086 0.031 -0.043 0.089
S 1.9008 -0.7535 -3.1172 -0.028 0.143 -0.105
O 0.8352 -0.5177 -2.0707 0.040 -0.125 0.141
C 3.1905 -1.7021 -2.3504 0.001 -0.050 0.051
C 4.4455 -1.6761 -2.9426 0.027 -0.056 -0.001
C 5.4728 -2.4119 -2.3697 -0.018 0.043 -0.002
C 5.2420 -3.1344 -1.2064 -0.025 0.018 0.007
C 3.9871 -3.1286 -0.6103 0.029 -0.057 -0.058
C 2.9481 -2.4112 -1.1831 -0.083 -0.224 -0.232
C -2.9045 -3.3361 -0.9735 -0.002 0.086 0.034
C -3.6792 -4.4483 -1.2892 0.011 0.022 0.020
C -4.9600 -4.2573 -1.7772 0.002 0.020 -0.015
C -5.4621 -2.9687 -1.9314 0.014 -0.019 0.005
C -4.6863 -1.8739 -1.5871 0.006 0.017 0.030
C -3.3966 -2.0515 -1.0989 -0.043 0.001 0.012
H -1.0945 -5.1801 -2.0986 -0.024 -0.021 0.024
H 0.4717 -4.6358 -1.4856 0.006 -0.005 -0.011
H -0.3684 -2.2776 -2.3574 -0.062 0.071 -0.046
H -1.3185 -3.1974 -3.5007 0.001 -0.082 0.000
H 0.6778 -4.0162 -4.5912 0.028 0.040 -0.031
H 1.6658 -3.7426 -3.1797 0.034 -0.047 0.050
H 0.4454 -1.4620 -4.8203 0.005 0.040 0.018
H 2.0938 -2.0691 -5.0114 -0.015 0.016 -0.036
H 4.6194 -1.0874 -3.8354 0.016 0.009 -0.008
H 6.4554 -2.4053 -2.8208 0.006 -0.004 -0.005
H 6.0490 -3.6948 -0.7540 0.004 -0.011 -0.003
H 3.8181 -3.6801 0.3050 0.001 -0.002 -0.032
H 1.9679 -2.3837 -0.7224 0.144 -0.275 -0.334
H -3.2990 -5.4529 -1.1450 0.012 -0.002 0.000
H -5.5707 -5.1132 -2.0299 -0.006 -0.002 0.003
H -6.4665 -2.8251 -2.3063 -0.004 0.002 0.000
H -5.0868 -0.8722 -1.6807 -0.006 -0.009 -0.001
H -2.8023 -1.2057 -0.7812 -0.020 -0.029 0.047
C -3.8563 1.0028 4.4820 0.007 0.019 0.065
Si -4.2924 0.4456 2.7596 0.039 -0.013 -0.034
C -5.3833 1.7098 1.9265 -0.066 0.058 -0.021
C -5.1355 -1.2157 2.8101 -0.029 -0.072 0.022
C -2.7555 0.2893 1.7669 0.115 -0.030 -0.052
C -1.7532 0.1503 1.0797 -0.029 -0.080 -0.101
H -4.7541 1.0925 5.0975 0.008 0.007 0.013
H -3.3587 1.9741 4.4668 0.006 0.002 0.010
H -3.1869 0.2870 4.9620 0.005 0.006 0.013
H -6.3070 1.8601 2.4897 -0.006 0.007 -0.008
H -5.6551 1.3946 0.9167 0.007 0.000 -0.001
H -4.8752 2.6737 1.8552 -0.011 0.010 -0.007
H -6.0307 -1.1790 3.4348 -0.008 -0.012 -0.008
H -4.4642 -1.9696 3.2258 -0.013 -0.011 0.002
H -5.4318 -1.5431 1.8116 0.006 -0.003 -0.020


No. 4
21
Properties=species:S:1:pos:R:3:forces:R:3 method="wB97M-V/def2-TZVPD" e_above_lowest_kj_mol=10.8 s_squared=2.0097 gap_ev="8.75 / 6.86" spin_multiplicity=3 charge=+1
C 1.4910 0.3793 0.7144 -0.878 1.751 -1.033
C 1.0141 1.9159 0.3364 2.096 -3.023 0.933
C 0.2536 -0.4887 1.0660 3.264 0.176 -1.845
C -0.1974 1.9380 -0.3647 -2.739 0.904 -0.245
C -1.9239 -1.0267 0.1427 -2.110 0.655 -2.560
C 0.0966 -1.3918 -1.2293 -1.496 0.484 0.737
N -0.5459 -0.6272 -0.1399 0.003 -3.163 2.299
Br -0.1732 1.8734 -2.2325 -0.455 0.149 0.487
H 2.0378 -0.0143 -0.1510 -0.260 -0.067 0.161
H 2.1864 0.3726 1.5301 0.228 0.155 0.546
H 0.9814 2.4425 1.2520 -0.026 0.841 0.918
H 1.7533 2.2512 -0.3237 1.555 0.919 -0.456
H 0.8284 -1.4502 1.3104 -1.810 0.669 0.020
H -0.2952 0.0140 1.8066 -0.837 -0.028 1.287
H -1.1284 1.9612 0.2357 0.236 0.026 -1.201
H -2.5516 -0.4404 0.8775 1.171 0.167 -1.109
H -2.4036 -1.1180 -0.9303 0.324 0.389 2.365
H -1.9989 -2.0226 0.5795 0.751 -0.399 -0.102
H 1.0666 -1.7405 -0.9186 -0.028 -0.617 0.106
H -0.7148 -2.0620 -1.4969 0.748 -0.886 -0.245
H 0.2237 -0.7658 -2.0646 0.263 0.896 -1.063


no.,molar mass (g/mol)
1,848.67
2,560.50
3,722.77
4,179.08